11 unconnected molecules or ions with the total composition C71H140F18N5O12, computed with ωB97M-V with the def2-TZVPD basis set.

The geometry in XYZ format:
```
246
Properties=species:S:1:pos:R:3
H -1.322 -1.947 4.043
H -5.156 -2.334 2.448
H -6.326 0.208 0.282
O 6.788 -1.443 1.119
H 0.324 -0.382 2.936
C -2.312 -7.691 -2.391
F -6.265 -5.469 -6.875
H -5.323 4.391 -2.186
H 3.268 -0.375 2.797
H -9.021 2.877 -0.787
H 0.357 -1.506 1.608
H 0.781 0.890 5.664
C 6.164 1.203 2.326
C -3.767 3.138 -1.067
C 7.094 0.892 -2.389
H -0.384 -4.825 -4.602
C -0.645 -3.602 -1.345
C 2.033 1.495 7.897
H 0.868 5.348 4.793
H 1.226 -6.162 -2.425
H 2.597 1.172 -3.372
H -0.808 5.067 4.853
H -1.648 -0.272 -1.236
H 6.678 -1.813 -1.511
F -6.372 -6.972 -5.287
H -1.545 2.176 -2.385
H -1.951 -5.955 -4.450
C 3.594 5.331 7.546
H -4.611 -3.765 -2.883
H -6.832 -1.631 2.391
H 4.851 5.450 5.465
C 5.717 -3.733 -2.203
H -3.828 0.357 0.600
H 7.250 1.995 -0.058
H 6.745 3.858 0.086
H -4.809 3.137 -3.196
H 1.224 -0.098 -8.304
F 7.334 -3.949 2.360
H 5.947 -3.752 -3.304
C -7.495 1.066 1.798
C -5.874 -1.760 1.847
F -3.057 5.022 2.841
C 2.936 3.838 -5.543
C 3.154 6.410 8.563
H -1.330 -8.917 -3.760
O 2.205 1.587 -5.530
F 2.512 5.111 -5.251
N -5.301 -0.349 1.968
C -1.365 0.403 -3.734
H 4.533 1.524 3.698
C 4.249 -0.193 2.350
H -3.269 -0.814 1.810
H 5.533 2.258 -1.935
C 4.319 0.460 0.965
C 4.946 2.858 0.935
H -0.419 0.119 -4.170
H 1.061 1.716 -0.045
C -3.397 -9.637 -3.520
H -2.175 -4.120 -2.968
C -6.169 0.675 1.226
H -8.805 2.736 1.593
C 6.211 -3.768 1.636
H 3.366 4.363 8.015
O -4.384 3.068 0.196
H 3.372 1.017 0.759
H 2.837 1.419 8.627
C 5.922 4.060 0.769
H 6.450 -4.278 -1.656
H 5.628 0.289 4.179
H -0.683 1.453 3.939
N -0.015 0.976 -1.704
F -5.036 -7.274 -7.039
H -7.233 2.952 0.883
H -7.324 1.503 2.810
H -5.717 2.776 -1.669
N 5.520 1.503 1.016
H 0.438 6.231 2.674
H 1.092 -0.305 -3.011
H -8.154 0.187 1.806
C -0.941 2.467 4.101
C -5.159 -4.608 -3.325
C 0.045 4.867 4.268
H -2.075 0.338 -5.786
F -3.907 5.604 0.972
H 6.646 2.146 2.481
H -8.007 1.461 -1.013
H -1.164 -0.506 1.923
H 5.227 5.177 -0.886
C 2.400 1.128 -2.280
H 7.808 0.231 -1.813
H 5.763 6.145 0.524
C -5.732 -2.092 0.395
H -3.646 -2.520 0.173
C 1.604 2.906 -5.575
N -0.726 -5.634 -2.680
H -0.131 -7.573 -1.998
H -1.148 5.425 2.572
C -3.411 3.185 1.299
C 1.562 1.611 5.446
C -3.304 -4.629 2.303
O -3.637 -6.429 -4.673
H 3.059 0.330 6.274
H -3.047 3.977 -1.136
O -2.130 2.922 0.986
H 1.338 -0.230 -5.789
H 2.003 1.321 4.463
H -2.395 -3.828 4.029
C -4.091 -0.536 1.104
N 0.317 3.351 4.187
H -0.485 -0.053 0.106
H -1.467 2.602 5.001
C 5.283 5.267 0.195
H -0.194 2.054 -3.458
H -1.768 2.044 -5.100
H -1.901 -0.435 -3.227
C -4.988 0.013 3.346
H -0.225 -6.621 -4.533
H 1.141 2.140 2.621
C 1.953 0.456 -7.723
H 1.290 0.693 8.090
C 0.471 4.184 1.996
C -4.282 -5.608 -5.453
O 5.312 -2.451 -0.238
F 3.818 3.581 -4.589
H -3.961 -10.121 -2.687
C 1.240 0.156 -2.038
H -1.159 -3.218 -0.469
C -4.930 3.322 -2.148
C 1.830 2.472 -1.914
F 5.284 -3.494 2.475
H 2.111 6.486 8.427
H -3.935 -8.852 -4.058
F 3.472 3.844 -6.703
F -5.124 4.431 2.368
H 2.165 3.445 3.100
H 2.178 1.379 -8.275
O 3.426 4.791 4.130
H 0.790 -4.502 -3.125
H 6.335 4.113 1.750
H -4.225 -1.335 -0.973
H 4.468 -0.344 0.227
C -2.160 0.992 -4.889
O 2.920 5.395 6.299
C -0.137 5.323 2.864
C -8.043 2.260 0.968
H 0.372 1.061 -6.489
H -5.808 -0.244 4.006
H 2.529 3.234 -1.513
C -0.973 0.404 -0.711
C 0.558 -4.558 -0.943
H -4.848 1.100 3.404
H -6.840 -3.662 -3.522
C -2.750 -3.432 3.104
C -3.886 4.560 1.854
C 0.710 2.176 -0.996
H 0.278 -5.212 -0.142
H -4.336 1.179 -5.249
H 2.082 3.729 5.306
F -2.383 -5.465 1.932
C 0.714 -5.233 -2.316
H -4.694 -5.511 -2.981
C -0.715 -2.249 3.164
H -3.192 2.169 -1.323
F 4.164 7.841 5.833
H 4.389 3.117 1.812
C -1.074 -6.939 -1.969
H -0.403 3.580 1.680
H -0.265 -2.787 -1.964
H -3.920 -0.017 -4.137
C -4.318 -1.645 0.062
H 0.144 -2.857 3.493
H 3.361 5.991 9.535
H -2.359 -5.110 -1.531
H -3.693 1.573 -3.604
H -5.786 -3.208 0.281
C -8.694 1.943 -0.339
C -3.607 0.927 -4.478
H -3.219 -10.488 -4.163
C -1.607 -4.532 -2.067
O -4.892 -4.419 -4.685
H 6.890 0.266 0.073
C -5.569 -6.316 -6.142
C 1.186 3.073 5.409
H 4.233 2.827 0.122
F 6.008 -4.945 0.991
H 7.275 -3.097 -0.029
O 0.784 3.107 -4.608
H 5.216 0.507 -1.691
H 3.714 7.301 8.506
F -4.231 -5.361 2.897
H -3.718 -5.044 -6.300
C 5.717 -2.312 -1.587
C 3.798 5.555 5.075
H -2.993 -7.837 -1.557
H 1.243 3.046 -6.618
O -3.579 -2.472 3.263
H -3.869 2.579 2.133
H 4.779 -1.134 2.206
C 5.908 1.312 -1.526
C -0.271 -1.090 2.345
H 4.806 -4.226 -2.056
H -1.656 -9.782 -2.250
H 7.010 0.539 2.162
H 3.332 0.833 -1.766
H 0.693 3.436 6.309
H 1.657 2.534 7.976
C 2.661 1.345 6.503
H -6.465 -1.628 -0.259
H -4.148 -0.520 3.718
H -1.214 -6.663 -0.930
C 6.452 1.269 -0.111
C -0.858 1.472 -2.828
H 1.063 4.440 1.164
H -1.520 1.279 -0.303
C 6.556 0.243 -3.679
C 3.623 7.036 4.843
O -1.542 -3.058 2.317
H 2.872 -0.043 -7.675
H -1.548 2.931 3.355
C -2.064 -9.104 -2.959
H 7.725 1.781 -2.602
C 6.493 -2.618 0.609
H -5.582 1.597 1.058
H 4.664 5.237 7.408
H 1.354 -0.483 -1.183
H -7.196 -5.372 -3.295
H 5.073 -1.612 -2.056
H 3.464 2.024 6.262
F 2.355 7.390 4.705
H 7.349 0.152 -4.456
H -0.077 2.942 -0.728
H -2.870 -7.189 -3.079
C -0.829 -5.773 -4.180
H 5.697 0.880 -3.927
H 1.444 -3.985 -0.547
H 6.171 -0.741 -3.513
C 1.128 3.225 2.968
H 4.271 5.298 0.611
H -9.527 1.212 -0.154
C 1.399 0.707 -6.337
F 4.265 7.523 3.730
F -3.888 -4.190 1.167
H 1.484 2.986 -2.862
H -6.816 -4.387 -1.954
C -6.580 -4.556 -2.989
C 5.135 0.754 3.281
```

Properties
Kohn-Sham gap in eV: 7.6
Net charge: -1
Spin multiplicity: 1


A molecular structure, C71H59IMoN3P3, computed with ωB97M-V with the def2-TZVPD basis set.

The geometry in XYZ format:
```
138
Properties=species:S:1:pos:R:3
C -3.566 -0.080 -3.315
P 2.379 0.647 1.500
C -1.614 1.010 3.066
H 6.301 -4.432 1.446
H -3.682 -1.061 -5.225
C -1.611 -2.415 -5.045
H 1.570 1.753 7.051
H -2.503 4.255 4.953
H -1.287 -1.475 -5.467
H 1.985 3.720 -3.456
H -1.310 -3.448 -6.886
H -3.604 3.640 -1.099
H 0.714 -1.575 -3.322
P -2.025 -0.900 -2.748
C 5.712 -0.920 3.115
H 3.216 3.082 5.787
C 3.489 1.995 0.930
H 1.671 -2.791 3.885
C 1.476 -0.053 -4.621
C -3.935 0.107 1.285
H 1.125 -3.648 2.452
H -6.058 -1.265 -0.982
C -0.771 -3.688 4.501
C -0.704 0.008 -3.603
H -2.746 -3.851 -2.198
C 3.491 -3.873 -0.314
H -1.703 -3.378 -0.613
C 1.203 1.135 -5.281
H 4.171 2.653 -3.867
N 1.632 1.095 -1.351
H 2.195 3.617 1.540
C 1.705 1.581 5.996
C 2.843 2.084 3.937
H 5.034 0.681 0.191
C 1.339 2.217 -2.058
H 5.921 4.829 -0.114
N -0.683 1.991 -0.914
C -3.047 -2.985 4.529
C -2.002 -2.492 -3.704
C -0.977 1.195 -4.274
H 4.518 0.812 3.035
H 1.930 1.552 -5.961
C -0.107 2.295 1.515
H -0.228 3.259 1.002
C -2.586 3.385 -1.347
I 1.119 -2.121 -0.425
Mo 0.213 0.498 0.133
C -2.742 -2.020 3.591
C -1.131 2.234 2.598
H -1.119 4.349 2.925
C -2.424 -3.727 -3.219
C -0.437 -2.719 3.557
C -1.628 -3.535 -5.858
C -1.884 4.094 -2.326
C -2.770 -0.562 0.987
C 2.638 2.319 5.285
C 0.973 -2.745 3.049
H 0.819 2.406 2.091
C 0.964 0.612 5.346
C -2.660 -1.463 -0.218
H -2.958 -3.423 0.646
H -4.056 -3.074 4.901
H -6.035 0.348 0.893
C -2.049 -3.823 5.000
C 2.244 2.805 -2.953
C -4.117 -0.323 -4.569
H 2.871 -4.338 -1.068
H 4.947 -5.447 -0.367
H -2.068 -5.629 -5.996
C 2.828 0.539 -1.621
C 3.139 3.337 1.096
H 4.663 0.496 -2.697
H -1.952 1.655 -4.182
C -2.447 -4.845 -4.038
C 3.878 -1.982 1.210
C 1.164 0.384 3.998
P -1.254 -0.394 1.965
H -2.270 -4.588 5.729
H -3.198 2.069 5.864
C 4.666 -4.512 0.085
H 6.763 -2.761 2.930
C -4.167 0.855 -2.481
H 6.378 -0.483 3.841
H -3.750 1.019 -1.501
H -2.626 0.007 4.678
H -5.761 2.247 -2.209
H -2.780 -5.789 -3.635
C -0.019 1.761 -5.101
C -5.823 1.322 -4.147
H 1.210 -1.877 2.438
C 2.109 1.098 3.272
C -5.130 -1.060 -0.469
C -2.243 3.345 4.435
H -4.030 -2.421 -1.656
H -3.538 -1.396 3.211
H -2.446 1.869 0.151
C -1.437 -1.848 3.112
C -2.050 -4.757 -5.361
H 0.008 -4.361 4.826
H -2.358 4.899 -2.863
C 3.675 -0.681 1.769
C -5.295 1.545 -2.885
C 4.723 1.704 0.344
C -3.992 -1.679 -0.871
H -5.644 0.203 -5.965
H -6.689 1.875 -4.477
H 0.576 -0.371 3.508
C -0.573 3.757 -2.549
H 3.736 5.374 0.895
H 0.229 0.030 5.880
C -2.637 2.117 4.944
H 3.084 -0.362 -1.083
C 4.616 -0.193 2.660
C 3.740 1.025 -2.522
C 5.411 -3.945 1.076
C -5.119 -0.136 0.590
C 0.530 -0.615 -3.785
C 4.012 4.344 0.725
C -2.140 -2.843 0.225
H 6.542 2.464 -0.476
H -3.954 0.803 2.117
C 0.009 2.693 -1.845
H -0.249 2.675 -5.630
C -1.480 3.397 3.286
H 0.021 4.313 -3.253
C 5.241 4.039 0.162
C -5.234 0.385 -4.982
C 5.057 -2.698 1.633
H 3.576 2.679 3.409
H 2.412 -0.563 -4.786
C -2.329 0.956 4.262
C 5.921 -2.168 2.612
H -1.380 -2.746 0.995
C 3.459 2.217 -3.190
C -1.949 2.374 -0.672
N -1.702 -0.815 -1.163
C 3.101 -2.679 0.248
C 5.588 2.714 -0.036
```

Properties
Kohn-Sham gap (spin up / spin down) in eV: 4.2 / 4.2
Net charge: +2
ΔE to the lowest compared entry with this formula, charge and spin in kJ/mol: 330.62
Spin multiplicity: 1


Asked for max |F| across the records above, the calculation gives 4.8; 2.2 eV Å⁻¹ in order.